Entry 1:
44
Properties=species:S:1:pos:R:3:lowdin_spin:R:1 method="wB97M-V/def2-TZVPD" multiplicity=5 charge=-1 homo_energy_ev="-5.834 / -5.507" gap_ev="7.625 / 8.288" largest_force_ev_per_a=3.50
Mn 1.81 -0.10 0.02 4.25
N 2.67 -3.30 0.47 0.00
C 3.16 -2.63 -0.70 0.01
N 3.80 -3.29 -1.62 0.00
N 4.15 -2.39 -2.52 0.01
N 3.79 -1.23 -2.18 0.01
N 3.09 -1.36 -0.99 0.03
C 1.90 -2.81 1.52 0.00
N 1.27 -3.46 2.45 0.00
N 0.51 -2.51 3.10 0.00
N 0.70 -1.37 2.61 0.01
N 1.59 -1.49 1.55 0.00
H 2.93 -4.23 0.60 0.00
O 1.66 2.21 2.30 0.01
C 1.13 2.50 1.26 0.01
C 0.16 3.72 0.97 0.00
C -0.19 3.54 -0.48 0.00
C 0.65 2.36 -0.96 0.01
O 0.62 1.96 -2.10 0.01
N 1.28 1.81 0.10 0.03
H 0.80 4.56 1.11 0.00
H -0.64 3.84 1.70 0.00
H -0.06 4.38 -1.19 0.00
H -1.22 3.14 -0.66 0.00
C -0.16 -0.89 -2.56 -0.05
Si -0.36 -1.04 -0.65 -0.24
C -0.73 -2.77 -0.21 -0.03
C -1.68 0.12 0.00 -0.03
C -2.10 0.12 1.33 -0.01
C -3.06 0.97 1.82 0.00
C -3.73 1.88 0.93 -0.01
C -3.41 1.85 -0.39 0.00
C -2.33 1.02 -0.84 -0.02
H -1.07 -0.83 -3.06 -0.01
H 0.34 -1.82 -2.78 0.00
H 0.40 -0.04 -2.89 0.00
H -1.76 -3.03 -0.51 -0.01
H -0.64 -2.88 0.91 0.00
H -0.01 -3.39 -0.73 0.00
H -1.56 -0.45 2.07 0.00
H -3.29 0.92 2.81 0.00
H -4.43 2.62 1.34 0.00
H -3.98 2.54 -1.08 0.00
H -1.99 1.22 -1.86 0.00



Entry 2:
20
Properties=species:S:1:pos:R:3:nbo_charge:R:1 method="wB97M-V/def2-TZVPD" e_above_lowest_kcal_mol=77.5 multiplicity=1 charge=+1 homo_energy_ev=-13.871 gap_ev=9.977 largest_force_ev_per_a=4.54
C -2.89 1.15 -0.87 -0.58
C -2.46 0.44 0.46 -0.50
C -1.21 -0.19 0.16 0.32
C 3.13 0.35 0.12 0.81
N 2.04 -0.26 0.25 -0.38
N -0.80 -1.37 0.41 -0.62
O 1.95 -1.54 -0.44 -0.65
O 4.12 -0.16 -0.58 -0.63
O 3.25 1.53 0.70 -0.60
H -1.88 1.42 -1.28 0.21
H -3.52 0.46 -1.50 0.24
H -3.54 1.93 -0.52 0.24
H -3.28 -0.16 0.81 0.24
H -2.13 1.19 1.19 0.26
H -0.43 0.54 -0.05 0.22
H 0.27 -1.65 0.22 0.49
H -1.44 -2.05 0.79 0.42
H 2.42 1.66 1.12 0.50
H 3.93 -0.97 -0.99 0.51
H 2.47 -2.33 -0.01 0.49



Entry 3:
12
Properties=species:S:1:pos:R:3:nbo_charge:R:1 method="wB97M-V/def2-TZVPD" e_above_lowest_kcal_mol=1.6 multiplicity=1 charge=+1 homo_energy_ev=-13.139 gap_ev=9.096 largest_force_ev_per_a=0.54
N 0.59 0.63 -1.35 -0.67
C -0.46 -0.09 -0.52 -0.22
C 0.00 -0.17 0.93 -0.55
S -1.02 -1.42 1.78 0.02
H 0.27 0.73 -2.32 0.45
H 0.79 1.56 -0.97 0.45
H 1.46 0.10 -1.36 0.45
H -0.56 -1.09 -0.92 0.24
H -1.37 0.49 -0.62 0.24
H 1.04 -0.52 0.94 0.22
H -0.09 0.79 1.41 0.24
H -0.65 -1.02 3.00 0.16



Entry 4:
81
Properties=species:S:1:pos:R:3:lowdin_spin:R:1 method="wB97M-V/def2-TZVPD" multiplicity=2 charge=+2 homo_energy_ev="-15.530 / -15.486" gap_ev="10.916 / 3.342" largest_force_ev_per_a=4.71
Mg 1.03 1.24 -0.67 0.00
B 0.42 -0.71 -0.77 0.01
H 0.06 -1.68 -1.08 0.00
H 1.19 -0.43 -1.47 0.00
H -0.37 0.02 -0.71 0.00
H 0.76 -0.72 0.25 0.00
O 1.83 -0.07 5.68 0.00
S 2.25 -1.46 5.36 0.00
O 1.74 -2.57 6.13 0.00
O 1.86 -1.72 3.76 0.00
C 1.86 -3.09 3.28 0.00
C 1.58 -3.02 1.77 0.00
C 4.08 -1.61 5.27 0.00
H 1.05 -3.65 3.76 0.00
H 2.78 -3.65 3.43 0.00
H 2.33 -2.38 1.32 0.00
H 0.64 -2.49 1.60 0.00
H 1.46 -3.96 1.22 0.00
H 4.25 -2.67 5.05 0.00
H 4.44 -1.38 6.27 0.00
H 4.46 -0.85 4.59 0.00
O -1.37 3.47 -3.59 0.00
S -1.53 2.99 -2.22 0.00
O -0.62 2.13 -1.47 0.00
O -1.86 4.34 -1.25 0.00
C -2.53 5.44 -1.92 0.00
C -2.79 6.52 -0.89 0.00
C -3.22 2.24 -2.07 0.00
H -3.49 5.11 -2.33 0.00
H -1.97 6.00 -2.67 0.00
H -3.33 7.39 -1.27 0.00
H -1.86 6.83 -0.40 0.00
H -3.47 6.16 -0.12 0.00
H -3.95 2.87 -2.57 0.00
H -3.51 2.26 -1.01 0.00
H -3.27 1.28 -2.58 0.00
O 0.35 1.49 1.31 0.00
S -0.58 2.09 2.28 0.00
O -0.64 3.53 2.44 0.00
O -2.14 1.57 1.93 0.00
C -2.41 0.15 1.98 0.00
C -3.17 -0.42 0.77 0.00
C -0.32 1.28 3.94 0.00
H -2.96 -0.15 2.86 0.00
H -1.51 -0.47 2.00 0.00
H -4.11 0.11 0.65 0.00
H -3.29 -1.49 0.94 0.00
H -2.53 -0.33 -0.12 0.00
H 0.31 1.92 4.56 0.00
H 0.07 0.30 3.66 0.00
H -1.30 1.25 4.40 0.00
C -0.89 -4.29 -0.81 0.09
O -1.59 -3.29 -0.05 0.49
H -0.75 -5.14 -0.13 0.03
H -1.44 -4.62 -1.69 0.04
H 0.05 -3.87 -1.17 0.00
H -1.09 -2.49 -0.22 0.00
C 1.41 1.19 -3.90 0.00
O 1.77 1.60 -2.56 0.00
H 0.61 0.45 -3.89 0.00
H 1.00 2.01 -4.49 0.00
H 2.32 0.87 -4.40 0.00
H 2.64 2.01 -2.59 0.00
C 2.09 -3.17 -3.20 0.00
O 2.67 -2.19 -2.40 0.00
H 2.58 -3.33 -4.16 0.00
H 2.07 -4.16 -2.75 0.00
H 1.06 -2.98 -3.48 0.00
H 1.97 -1.87 -1.83 0.00
C -2.74 -1.43 -2.96 0.05
O -1.53 -0.70 -3.03 0.22
H -3.24 -1.32 -2.00 0.03
H -3.36 -0.94 -3.71 0.00
H -2.60 -2.50 -3.12 0.01
H -1.00 -1.08 -2.32 0.00
C 3.71 0.14 -0.29 0.00
O 2.71 1.03 0.24 0.00
H 3.64 0.09 -1.38 0.00
H 4.69 0.60 -0.12 0.00
H 3.59 -0.89 0.03 0.00
H 2.95 1.29 1.13 0.00



Entry 5:
94
Properties=species:S:1:pos:R:3:mulliken_charge:R:1 method="wB97M-V/def2-TZVPD" multiplicity=1 charge=0 homo_energy_ev=-7.824 gap_ev=7.813 largest_force_ev_per_a=2.66
O 9.43 2.91 -1.53 0.51
V 10.93 2.96 -0.98 0.53
O 11.00 1.85 0.17 -0.49
C 9.66 4.31 1.70 -0.65
C 10.33 5.37 0.85 1.00
C 10.83 6.51 1.73 -1.62
O 11.30 4.86 -0.02 -0.78
H 10.36 3.77 2.34 0.26
H 9.09 3.65 1.03 -0.46
H 8.81 4.74 2.25 0.47
H 9.55 5.80 0.19 -0.06
H 10.00 7.00 2.24 0.39
H 11.38 7.27 1.16 0.37
H 11.53 6.13 2.49 0.34
C 6.91 0.91 -3.44 0.54
O 7.55 0.00 -2.91 -0.74
N 5.58 0.75 -3.68 -0.48
N 7.45 2.13 -3.70 -0.08
H 5.19 -0.09 -3.29 0.26
H 4.98 1.50 -3.95 0.19
H 8.42 2.17 -3.41 -0.37
H 7.00 2.80 -4.29 0.25
C 14.35 2.58 -1.66 0.16
O 13.18 2.84 -1.41 -0.20
N 15.40 3.24 -1.14 -0.38
N 14.66 1.69 -2.66 -0.28
H 16.30 3.00 -1.51 0.13
H 15.33 4.02 -0.50 0.25
H 13.94 1.27 -3.21 0.21
H 15.60 1.70 -3.00 0.17
C 6.65 5.94 -2.36 0.63
O 5.58 5.50 -1.95 -0.66
N 6.88 7.28 -2.56 -0.39
N 7.67 5.12 -2.76 -0.03
H 7.79 7.52 -2.91 0.15
H 6.18 7.94 -2.31 0.22
H 7.42 4.15 -2.66 -0.01
H 8.49 5.44 -3.22 0.12
C 11.24 -0.09 -2.60 0.20
O 11.11 1.13 -2.42 0.41
N 12.45 -0.72 -2.42 -0.39
N 10.22 -0.85 -3.02 -0.17
H 12.59 -1.57 -2.93 0.16
H 13.23 -0.32 -1.94 0.09
H 10.39 -1.83 -3.13 0.21
H 9.27 -0.47 -3.06 0.14
C 6.62 2.12 -0.08 -0.52
C 5.62 1.34 0.78 0.36
C 5.05 0.16 0.05 -1.06
O 6.46 0.82 1.85 -0.53
H 6.10 2.71 -0.84 0.32
H 7.37 1.45 -0.48 -0.14
H 7.20 2.85 0.49 0.05
H 4.86 2.00 1.18 0.41
H 4.22 -0.29 0.59 0.33
H 5.82 -0.58 -0.19 0.13
H 4.69 0.36 -0.97 0.26
H 6.39 1.41 2.61 0.22
C 15.80 0.47 1.00 -1.25
C 14.83 -0.38 1.84 0.21
C 13.44 -0.37 1.23 -0.61
O 15.32 -1.74 1.82 -0.58
H 15.71 1.54 1.16 0.30
H 15.78 0.15 -0.05 0.24
H 16.80 0.14 1.30 0.39
H 14.93 -0.01 2.86 0.47
H 12.94 0.59 1.36 0.24
H 12.79 -1.13 1.67 0.26
H 13.57 -0.66 0.19 -0.07
H 15.51 -1.94 2.74 0.35
C 9.30 -1.44 0.79 -0.37
C 8.11 -2.15 1.43 1.04
C 8.34 -3.62 1.68 -1.54
O 7.76 -1.51 2.64 -0.62
H 9.45 -1.84 -0.22 0.22
H 10.27 -1.53 1.29 -0.03
H 9.14 -0.36 0.72 0.02
H 7.28 -2.03 0.71 -0.20
H 7.61 -4.00 2.40 0.40
H 9.36 -3.81 2.04 0.32
H 8.26 -4.22 0.77 0.37
H 7.34 -0.66 2.43 0.48
C 10.37 4.05 -5.29 -1.30
C 11.47 3.50 -4.40 1.38
C 12.83 4.03 -4.87 -1.62
O 11.33 4.05 -3.07 -0.29
H 10.40 3.72 -6.32 0.40
H 10.39 5.14 -5.17 0.29
H 9.38 3.74 -4.95 0.09
H 11.51 2.42 -4.33 -0.29
H 13.27 3.42 -5.67 0.40
H 13.61 3.94 -4.10 0.32
H 12.82 5.06 -5.23 0.41
H 11.88 4.83 -3.00 0.24



Entry 6:
55
Properties=species:S:1:pos:R:3:nbo_charge:R:1 method="wB97M-V/def2-TZVPD" e_above_lowest_kcal_mol=3.7 multiplicity=1 charge=0 homo_energy_ev=-8.257 gap_ev=8.317 largest_force_ev_per_a=0.58
Y -0.30 -0.14 -0.09 1.86
O -0.26 5.48 3.12 -0.64
C -0.31 4.34 2.41 0.36
C -0.93 4.26 1.16 -0.30
C -0.92 3.04 0.52 0.14
N -0.33 1.97 1.04 -0.57
C 0.21 2.03 2.26 0.14
C 0.26 3.20 2.99 -0.27
C 0.67 0.67 2.78 0.76
O 1.33 0.61 3.79 -0.60
O 0.28 -0.31 2.03 -0.87
C -1.67 2.74 -0.78 0.76
O -2.05 3.67 -1.47 -0.63
O -1.81 1.48 -0.99 -0.85
H -0.69 6.19 2.64 0.49
H -1.42 5.11 0.70 0.24
H 0.70 3.21 3.97 0.26
C 1.12 -0.50 -4.45 -0.89
Te -0.41 0.46 -3.34 0.57
C 0.41 2.42 -3.44 -0.86
H 2.05 -0.54 -3.89 0.22
H 1.25 0.03 -5.39 0.22
H 0.80 -1.52 -4.65 0.24
H -0.31 3.11 -3.87 0.25
H 1.30 2.34 -4.07 0.22
H 0.70 2.78 -2.45 0.22
Br 5.42 -1.00 2.11 0.11
C 4.41 -0.33 0.68 -0.11
C 5.01 0.16 -0.46 -0.17
C 4.20 0.65 -1.48 -0.24
C 2.83 0.61 -1.31 0.04
N 2.25 0.12 -0.21 -0.53
C 3.02 -0.34 0.78 0.05
H 6.09 0.16 -0.55 0.24
H 4.63 1.05 -2.39 0.23
H 2.17 0.99 -2.07 0.21
H 2.52 -0.73 1.65 0.26
N -4.21 -2.25 -0.43 -0.51
C -3.42 -1.16 -0.46 0.27
N -2.38 -1.26 0.33 -0.61
C -2.48 -2.51 0.93 0.15
C -1.64 -3.14 1.84 -0.20
C -1.99 -4.41 2.25 -0.21
C -3.15 -5.04 1.77 -0.20
C -3.99 -4.43 0.86 -0.23
C -3.63 -3.15 0.46 0.09
H -5.06 -2.37 -0.95 0.43
H -3.63 -0.29 -1.07 0.24
H -0.74 -2.65 2.21 0.26
H -1.36 -4.93 2.95 0.23
H -3.39 -6.04 2.12 0.22
H -4.88 -4.92 0.50 0.22
S 0.28 -2.56 -1.30 -0.36
C 1.35 -3.04 -0.08 0.07
N 2.10 -3.32 0.75 -0.42



Entry 7:
12
Properties=species:S:1:pos:R:3:nbo_charge:R:1 method="wB97M-V/def2-TZVPD" e_above_lowest_kcal_mol=83.6 multiplicity=1 charge=0 homo_energy_ev=-9.846 gap_ev=10.190 largest_force_ev_per_a=1.13
C -0.80 -1.55 0.23 -0.29
C 0.34 -1.20 -0.35 -0.33
C 1.58 -1.12 0.38 0.26
N 2.58 -1.07 0.96 -0.31
H -0.85 -1.78 1.29 0.21
H -1.73 -1.58 -0.34 0.21
H 0.39 -0.94 -1.41 0.24
C 0.77 2.11 -0.32 -0.37
C -0.36 1.69 -0.25 0.29
O -1.58 1.21 -0.19 -0.66
H 1.77 2.46 -0.38 0.25
H -2.12 1.78 0.37 0.51